# C3H11N3S

A 2-piece molecular cluster, C3H11N3S overall (wB97M-V/def2-TZVPD, OMol25).

Cartesian coordinates (Å):
C 9.417 0.066 0.172
C -3.133 1.001 -0.102
C -2.907 -1.513 0.349
N 9.279 1.347 0.006
N -4.972 -0.319 -0.344
N -3.476 -0.378 -0.471
S 9.449 -1.416 -0.076
H -3.547 1.274 0.882
H -2.087 0.892 0.006
H -3.140 1.654 -1.009
H -3.140 -1.472 1.452
H -2.845 -2.517 -0.036
H -1.886 -1.325 0.486
H 9.445 1.791 -0.885
H 9.457 1.997 0.736
H -5.351 -1.085 -0.941
H -5.413 -0.603 0.499
H -5.148 0.605 -0.725

- LUMO energy (Eh) = -0.2911
- gap between HOMO and LUMO (eV) = 8.3
- net charge = +2
- ΔE to the lowest compared entry with this formula, charge and spin (kJ/mol) = 98.3
- E_tot (a.u.) = -682.6578
- E_HOMO (eV) = -16.202